Model i:
Formula: C4H9N3
Source: the Open Molecules 2025 dataset
Level of theory: wB97M-V/def2-TZVPD

M = 99.14 Da
highest occupied orbital energy = -9.67 eV
SMILES = C[C@@](N)(C#N)CN

Cartesian coordinates (Å):
C: -0.58 0.61 0.87
H: -0.11 -1.68 1.56
H: -1.33 -0.83 -1.43
H: -1.36 2.56 0.72
H: 0.01 0.59 1.81
H: 1.51 -1.65 1.06
H: 0.21 -1.62 -1.81
H: -0.95 1.68 -0.76
N: 2.64 0.72 -0.47
C: 1.59 0.28 -0.26
C: -0.24 -0.71 -1.40
C: 0.30 -0.28 0.03
N: 0.46 -1.65 0.76
N: -0.74 1.85 0.26
H: 0.01 0.09 -2.12
H: -1.44 0.05 1.17

***

Model ii:
Formula: C4H9N3
Source: the Open Molecules 2025 dataset
Level of theory: wB97M-V/def2-TZVPD

M = 99.14 Da
highest occupied orbital energy = -7.61 eV
SMILES = C1=NNCCCN1

Cartesian coordinates (Å):
H: 0.99 1.62 -1.57
H: -1.97 -1.88 1.14
H: 1.90 -0.66 1.75
H: 1.05 -0.11 -1.63
N: -0.09 -1.40 1.51
C: -0.81 0.59 -0.72
H: -0.88 1.27 0.14
C: -1.21 -1.30 0.71
C: 0.75 0.62 -0.98
H: 2.29 0.64 0.56
H: -2.23 -0.87 -1.02
N: -1.42 -0.70 -0.55
N: 1.07 -0.71 1.15
H: 0.66 1.57 0.80
H: -1.31 0.75 -1.67
C: 1.21 0.57 0.37

***

Q: Which of them is the least stable? A: model ii.

***

Model i:
Formula: C13H17N3O3S2
Source: the Open Molecules 2025 dataset
Level of theory: wB97M-V/def2-TZVPD

M = 327.43 Da
highest occupied orbital energy = -9.29 eV
SMILES = CCOCCc1nnc(NS(=O)(=O)Cc2ccccc2)s1

Cartesian coordinates (Å):
H: 0.37 4.71 -3.16
C: -0.44 2.69 1.59
H: -0.63 -3.09 1.42
C: 0.26 3.78 -1.22
H: 0.94 3.27 -0.52
H: -1.75 5.66 0.52
N: -0.73 0.56 1.11
C: -0.76 4.13 1.68
H: -1.41 -4.90 -4.12
H: -0.54 3.08 -1.50
C: -0.64 -5.08 -2.14
C: -0.91 -3.14 -0.73
C: 1.04 4.22 -2.45
O: -0.29 4.93 -0.61
H: -0.29 -6.09 -2.28
C: -1.27 -4.41 -3.17
H: 0.13 4.69 1.98
H: 0.04 -4.96 -0.11
C: -0.65 -2.44 0.56
O: 2.00 -2.78 0.70
H: -1.87 -1.46 -1.63
N: -1.21 1.80 1.08
C: 0.44 0.47 1.65
S: 1.07 2.01 2.21
H: -2.20 -2.59 -3.80
C: -1.53 -2.48 -1.78
N: 1.11 -0.71 1.76
H: 2.02 -0.68 2.21
H: 1.82 4.92 -2.17
H: -1.29 -1.57 0.71
H: -2.05 3.99 -0.05
H: 1.49 3.36 -2.93
C: -1.29 4.69 0.34
H: -1.54 4.28 2.43
C: -1.71 -3.11 -2.99
C: -0.46 -4.44 -0.92
O: 1.18 -1.00 -0.78
S: 1.03 -1.78 0.41

***

Model ii:
Formula: C13H17N3O3S2
Source: the Open Molecules 2025 dataset
Level of theory: wB97M-V/def2-TZVPD

M = 327.43 Da
highest occupied orbital energy = -8.24 eV
SMILES = COC(=O)c1sccc1NC(=S)N1CCC(C(N)=O)CC1

Cartesian coordinates (Å):
H: -2.93 0.02 -2.42
C: 4.26 -2.29 -1.00
H: 5.17 3.81 0.16
C: -1.13 0.42 1.31
C: -4.21 0.82 -1.00
H: -2.68 -1.46 2.17
C: 4.18 3.37 0.32
H: -3.88 0.53 1.06
N: 1.20 -0.83 0.30
N: -0.96 -1.01 1.12
O: -5.23 1.44 -0.80
H: -0.19 0.96 1.39
H: 2.39 -3.29 -0.62
H: 4.88 -3.08 -1.37
H: -1.66 0.56 2.26
H: -4.29 0.89 -3.03
C: 0.09 -1.60 0.49
H: 3.44 3.86 -0.31
H: 3.88 3.47 1.37
C: -3.15 -1.23 0.06
H: 1.15 0.16 0.56
C: -2.23 -1.69 1.20
C: 3.40 -0.12 -0.25
C: -1.98 1.00 0.17
O: 2.15 1.69 0.57
C: -3.34 0.29 0.14
N: -3.75 0.58 -2.24
H: -4.11 -1.73 0.14
H: -2.12 2.07 0.32
H: -2.06 -2.77 1.13
C: 3.21 1.25 0.13
C: 2.45 -1.14 -0.17
H: -1.45 0.85 -0.77
S: 4.91 -0.71 -0.86
S: 0.02 -3.19 0.01
O: 4.30 2.00 -0.04
C: 2.96 -2.38 -0.61
H: -2.69 -1.52 -0.88

***

Q: Which of them is the least stable? A: model i.

***

Model i:
Formula: C4H13NOS2
Source: the Open Molecules 2025 dataset
Level of theory: wB97M-V/def2-TZVPD

M = 155.29 Da
highest occupied orbital energy = -8.63 eV
SMILES = CCNCCSS.O

Cartesian coordinates (Å):
S: -3.23 0.60 2.79
H: 0.49 0.88 -2.34
H: 0.26 -1.32 -1.68
H: 1.21 -1.25 -2.88
H: 1.93 -0.40 -0.42
H: -1.32 -1.93 2.18
C: -1.29 -1.27 1.31
C: -0.09 -0.36 1.32
H: 2.27 0.83 -2.35
H: -1.31 -1.95 0.45
H: 1.53 2.23 -1.75
O: 0.32 -1.51 -2.62
H: -0.58 1.24 0.09
C: 1.44 0.57 -0.37
S: -2.90 -0.49 1.11
N: 0.11 0.51 0.18
H: -2.90 1.91 2.68
H: -0.20 0.27 2.22
H: 2.04 1.19 0.31
H: 0.83 -0.89 1.57
C: 1.39 1.15 -1.79

***

Model ii:
Formula: C4H13NOS2
Source: the Open Molecules 2025 dataset
Level of theory: wB97M-V/def2-TZVPD

M = 155.29 Da
highest occupied orbital energy = -8.36 eV

Cartesian coordinates (Å):
H: 0.80 -1.49 2.49
H: 1.70 1.38 0.08
H: 0.43 2.19 -2.77
H: -1.36 0.64 0.75
H: -0.81 -1.51 3.18
C: -0.13 -0.91 2.53
H: 0.92 -0.08 0.28
O: 1.13 -2.57 0.08
S: -1.51 -0.91 -1.14
N: -0.08 1.38 -2.40
S: 0.38 0.81 2.57
H: 1.40 -0.01 -1.22
H: 0.33 -2.12 -0.37
C: -0.07 1.36 -0.92
H: 0.05 2.42 -0.57
H: -2.37 1.43 -0.53
H: -0.98 1.12 -2.82
C: -1.38 0.86 -0.36
C: 1.16 0.61 -0.41
H: -0.59 -1.05 1.53
H: 0.98 -3.54 0.01

***

Q: Which of them is the least stable? A: model ii.

***

Model i:
Formula: C4H13NOS2
Source: the Open Molecules 2025 dataset
Level of theory: wB97M-V/def2-TZVPD

M = 155.29 Da
highest occupied orbital energy = -8.87 eV
SMILES = CN[C@H](C)CSS.O

Cartesian coordinates (Å):
S: 0.42 0.69 3.63
H: 2.45 -1.26 0.30
H: -1.60 1.45 -1.14
H: 0.81 2.01 0.25
H: -1.72 0.59 -2.60
H: -0.31 1.62 -2.32
H: -2.91 -0.24 0.69
C: 0.90 0.03 -0.58
H: 0.30 -0.65 3.72
H: 1.57 0.51 -1.28
H: 0.89 -1.80 0.63
N: -0.38 -0.26 -1.23
H: 1.50 -1.99 -1.02
H: -0.39 -1.07 -1.84
H: -0.42 0.91 0.87
O: -2.25 -0.86 1.04
H: -1.66 -1.04 0.28
S: 1.70 0.79 2.03
C: 1.48 -1.32 -0.16
C: -1.00 0.89 -1.87
C: 0.62 1.00 0.59

***

Model ii:
Formula: C4H13NOS2
Source: the Open Molecules 2025 dataset
Level of theory: wB97M-V/def2-TZVPD

M = 155.29 Da
highest occupied orbital energy = -8.55 eV
SMILES = CN[C@H](C)CSS.O

Cartesian coordinates (Å):
H: -2.55 0.98 -0.60
H: 1.21 1.93 4.29
H: -2.93 0.04 0.81
H: -0.33 1.88 -0.21
S: 1.10 0.88 3.56
C: -2.36 -0.08 -0.15
H: -0.63 -1.03 0.71
C: 0.11 -1.97 -1.60
H: 1.15 -2.10 -1.64
H: -0.49 -2.48 -0.75
N: -0.06 -0.46 -1.30
H: -0.38 -0.15 -2.30
C: -0.18 1.14 0.49
C: -0.85 -0.17 0.02
H: 3.91 0.47 -0.85
H: 0.93 1.05 0.39
H: -2.96 -0.99 -0.47
O: 3.54 0.93 0.00
S: -0.41 1.43 2.32
H: 2.62 1.01 -0.17
H: -0.43 -2.32 -2.54

***

Q: Which of them is the least stable? A: model ii.

***

Model i:
Formula: C10H12O
Source: the Open Molecules 2025 dataset
Level of theory: wB97M-V/def2-TZVPD

M = 148.21 Da
highest occupied orbital energy = -9.06 eV

Cartesian coordinates (Å):
C: -0.84 -1.96 -0.89
H: -0.36 2.37 2.23
H: -0.90 -3.06 -1.30
C: 1.29 -2.36 0.46
O: -1.18 2.59 1.15
H: 1.37 -2.16 1.59
C: -0.55 2.10 -0.11
H: 2.37 -2.41 0.03
C: 1.32 0.60 0.73
H: 1.28 2.77 0.98
H: 0.85 -3.49 0.60
H: -2.68 -1.58 -1.85
H: 1.45 2.18 -0.69
C: 0.22 -1.50 -0.14
C: 0.93 2.06 0.20
C: 0.13 -0.15 0.10
H: 1.53 0.36 1.87
H: 2.22 0.47 0.16
C: -1.95 0.14 -1.12
H: -1.13 2.85 -0.89
C: -1.87 -1.21 -1.31
C: -0.81 0.68 -0.45
H: -2.70 0.72 -1.36

***

Model ii:
Formula: C10H12O
Source: the Open Molecules 2025 dataset
Level of theory: wB97M-V/def2-TZVPD

M = 148.21 Da
highest occupied orbital energy = -7.52 eV
SMILES = CC1(C)C=c2occc2=CC1

Cartesian coordinates (Å):
O: 2.92 -1.36 0.21
C: -1.79 -0.98 0.98
H: -1.22 0.75 -1.75
H: 4.17 1.71 -0.10
H: 5.00 -0.72 -0.12
C: 3.46 0.83 -0.01
H: -2.12 -1.93 0.41
H: -2.00 -0.78 -1.46
C: -0.61 -0.32 0.06
C: 3.94 -0.42 -0.06
C: -0.40 1.15 0.56
C: 1.99 0.71 0.00
H: 0.40 -2.33 0.27
C: 1.03 1.65 0.13
H: 1.27 2.63 -0.06
H: -1.23 1.73 0.21
H: -0.41 -0.79 -2.06
H: -0.37 1.21 1.61
H: -2.63 -0.27 1.03
C: 0.52 -1.27 0.20
C: 1.71 -0.72 0.10
C: -1.10 -0.24 -1.41
H: -1.29 -1.03 2.01

***

Q: Which of them is the least stable? A: model i.

***

Model i:
Formula: C10H12O
Source: the Open Molecules 2025 dataset
Level of theory: wB97M-V/def2-TZVPD

M = 148.21 Da
highest occupied orbital energy = -8.62 eV
SMILES = Cc1cc(C)c(C=O)c(C)c1

Cartesian coordinates (Å):
C: -1.81 -0.19 0.03
H: -3.60 -0.43 1.20
H: 1.44 -2.66 1.11
H: 0.63 -3.23 -0.74
C: 1.18 0.03 0.04
C: 1.26 -2.33 -0.16
C: -3.24 -0.30 0.11
C: 0.30 1.13 0.11
H: -3.78 -1.10 -0.55
H: 1.75 2.80 0.81
H: -1.31 -2.40 0.21
H: 2.35 -2.03 -0.69
C: 2.64 0.26 -0.09
H: -1.77 1.97 0.10
C: -1.11 1.09 0.02
H: -3.71 0.58 -0.31
H: 0.24 3.28 -0.11
C: 0.99 2.48 0.01
C: 0.45 -1.23 0.07
C: -0.97 -1.26 0.00
H: 1.56 2.78 -0.90
O: 3.40 -0.61 0.33
H: 3.10 1.34 -0.58

***

Model ii:
Formula: C10H12O
Source: the Open Molecules 2025 dataset
Level of theory: wB97M-V/def2-TZVPD

M = 148.21 Da
highest occupied orbital energy = -8.74 eV
SMILES = O[C@H]1CCCc2ccccc21

Cartesian coordinates (Å):
C: 2.77 0.94 0.08
C: 1.80 -1.28 -0.18
C: -2.18 0.23 -0.26
H: 2.01 -2.34 -0.28
H: 3.91 -0.84 -0.06
H: -3.17 0.70 0.05
C: -0.73 -1.77 -0.28
H: 3.70 1.56 0.03
O: -0.88 2.35 -0.53
C: -2.02 -1.13 0.33
C: -1.03 1.20 0.24
H: -0.92 -2.00 -1.26
C: 2.91 -0.45 -0.17
H: -2.07 0.13 -1.30
H: -0.32 -2.69 0.33
H: -1.87 -1.13 1.42
C: 0.48 -0.79 -0.14
H: 1.47 2.48 0.20
H: -1.19 1.47 1.28
H: -2.96 -1.66 0.27
C: 0.30 0.53 0.21
H: -1.52 3.12 -0.17
C: 1.52 1.38 0.20

***

Q: Which of them is the least stable? A: model i.

***

Model i:
Formula: C8H13N3O
Source: the Open Molecules 2025 dataset
Level of theory: wB97M-V/def2-TZVPD

M = 167.21 Da
highest occupied orbital energy = -8.59 eV
SMILES = Cc1nnc(C2CCNCC2)o1

Cartesian coordinates (Å):
N: 2.34 0.96 0.13
C: 1.38 0.59 1.19
C: 0.57 -1.39 0.01
H: 2.15 -1.57 1.43
H: 2.91 0.71 -1.87
H: 2.71 1.99 -0.11
H: 0.47 -2.48 0.08
H: -3.04 2.17 -0.67
H: 1.07 1.29 -1.43
N: -2.82 -1.00 -0.24
C: 1.24 -0.94 1.35
C: 1.92 0.60 -1.23
C: -2.53 0.22 -0.21
H: 0.65 -0.98 -2.09
C: 1.37 -0.83 -1.28
O: -1.16 0.39 0.07
N: -1.77 -1.85 -0.06
H: 0.56 -1.33 2.31
H: 0.17 0.80 1.13
H: -3.45 1.68 1.09
H: 1.80 0.93 2.21
C: -0.82 -0.97 0.07
C: -3.44 1.41 0.03
H: 2.26 -1.52 -1.67
H: -4.55 1.13 -0.25

***

Model ii:
Formula: C8H13N3O
Source: the Open Molecules 2025 dataset
Level of theory: wB97M-V/def2-TZVPD

M = 167.21 Da
highest occupied orbital energy = -9.65 eV
SMILES = CC(C)C(=O)N[C@]1(C#N)CN1C

Cartesian coordinates (Å):
C: 0.18 0.51 0.71
H: 2.42 2.91 1.06
H: -2.47 0.48 -0.94
H: -1.44 -3.70 -0.61
C: -2.09 -0.53 -1.52
C: 1.78 2.24 1.53
N: -1.46 -2.66 2.77
H: 0.90 -1.42 -0.04
N: 0.18 -0.82 0.39
H: 0.82 2.67 -0.86
C: -1.03 -1.66 0.46
H: 2.39 1.80 -1.50
C: 1.54 1.17 0.50
H: 0.79 2.82 1.79
H: -2.77 -0.79 -2.19
C: -1.11 -2.68 -0.82
N: -2.02 -1.59 -0.58
C: 1.44 1.76 -0.92
C: -1.29 -2.20 1.74
H: 2.36 0.58 0.53
O: -0.85 1.08 1.04
H: 2.22 1.76 2.47
H: -1.11 -0.33 -2.05
H: -0.33 -2.54 -1.40
H: 0.93 1.17 -1.56

***

Q: Which of them is the least stable? A: model i.

***

Model i:
Formula: H6N5O
Source: the Open Molecules 2025 dataset
Level of theory: wB97M-V/def2-TZVPD

M = 92.08 Da
highest occupied orbital energy = -2.72 eV
charge = -1
SMILES = NN(N)N(N)[O-]

Cartesian coordinates (Å):
O: 1.07 -1.00 -0.68
N: -0.66 0.27 0.32
N: 0.71 0.28 -0.38
H: 1.83 0.11 1.38
H: -1.44 1.68 -0.49
N: -1.69 0.72 -0.55
N: -0.96 -1.05 0.68
H: -1.45 0.26 -1.47
H: 2.54 0.73 0.23
H: 0.06 -1.37 0.37
H: -1.61 -1.40 -0.04
N: 1.62 0.77 0.63

***

Model ii:
Formula: H6N5O
Source: the Open Molecules 2025 dataset
Level of theory: wB97M-V/def2-TZVPD

M = 92.08 Da
highest occupied orbital energy (alpha / beta) = -0.88 / -2.28 eV
charge = -1

Cartesian coordinates (Å):
H: -0.52 1.27 1.03
N: -0.23 -1.84 -0.31
N: 1.50 1.71 -0.74
H: 2.16 1.10 -1.38
N: -0.76 -0.49 -0.42
H: -0.20 -2.18 0.77
H: 0.75 -1.76 -0.71
N: 1.23 0.80 0.37
H: 0.66 1.57 -1.30
H: -1.82 -0.78 1.13
O: 0.39 1.50 1.30
N: -1.49 0.00 0.49

***

Q: Which of them is the least stable? A: model ii.